ORCA calculation (ωB97M-V/def2-TZVPD) on 7 unconnected molecules or ions with the total composition H14O7.

Geometry as XYZ:
```
21
H14O7 (ωB97M-V/def2-TZVPD)
H 2.00 -1.67 -0.02
H -0.80 0.32 1.41
H -0.13 1.90 -0.79
H 2.04 -0.27 1.35
O 0.46 2.36 -1.38
H -1.48 -1.10 3.44
O -0.59 0.42 0.46
H 2.73 0.93 1.86
H 0.63 -0.92 -1.85
H 0.81 -0.70 0.03
H -0.30 0.04 3.62
H -2.05 -0.31 -2.47
O -2.69 -0.16 -1.80
H 0.77 3.06 -0.82
H 0.04 -1.89 -2.85
H -1.42 0.19 0.05
O 0.07 -0.98 -2.57
O -0.86 -0.45 3.02
H -3.44 0.04 -2.38
O 1.66 -0.84 -0.38
O 2.57 0.02 2.07
```

The energy above the lowest of the compared OMol25 structures with the same formula, charge and spin comes out at 146.8 kJ/mol. The calculation puts the frontier orbital gap at 10.898 eV. As for the SMILES: O.O.O.O.O.O.O. Its energy is -14559.9398 eV.